Record 1
The following is a quantum chemistry calculation of C7H18AlBr2O as an isolated structure in a non-equilibrium geometry, from the Open Molecules 2025 dataset.

Its net charge is -1. The frontier orbital gap comes out at 6.5 eV.

Each line ends with the Mulliken charge.
Positions of all 29 atoms, in Å:
Br  -0.83  3.50  3.13  -0.14
Br  1.33  0.76  4.37  -0.11
Al  0.16  -2.56  -1.02  0.26
O  -1.79  -1.59  -3.08  -0.44
C  -0.59  -0.48  1.10  -0.63
C  0.00  -0.12  -3.71  -1.08
C  0.97  3.56  3.87  -0.56
C  0.60  -1.00  0.23  -0.56
C  -1.29  -0.29  -2.85  -0.10
C  1.80  2.39  3.41  -0.62
C  -1.68  -2.44  -1.91  -0.41
H  1.39  4.50  3.50  0.34
H  -0.23  0.42  1.65  -0.09
H  1.03  -0.14  -0.33  0.23
H  -0.92  -1.19  1.87  0.30
H  -2.02  0.44  -3.25  0.36
H  0.87  3.61  4.95  0.36
H  2.85  2.56  3.63  0.35
H  0.48  0.86  -3.52  0.29
H  1.69  2.18  2.35  0.36
H  -2.48  -2.21  -1.16  0.22
H  -1.45  -0.13  0.50  0.26
H  -1.92  -3.46  -2.27  0.23
H  -1.14  -0.05  -1.79  -0.03
H  0.13  -3.90  -0.10  -0.36
H  0.68  -0.97  -3.62  0.25
H  1.31  -2.83  -2.13  -0.34
H  -0.35  -0.10  -4.76  0.33
H  1.39  -1.33  0.94  0.34

=====

Record 2
The following is a quantum chemistry calculation of C21H14ClN2O4Tc as an isolated structure, from the Open Molecules 2025 dataset.

Its net charge is +1. The relative energy (zero: lowest compared OMol25 entry of this formula, charge and spin) is 1.50 kcal per mole. The spin multiplicity is 2. The frontier orbital gap (alpha / beta) comes out at 7.2 / 6.5 eV.

Each line ends with the Mulliken spin population.
Positions of all 43 atoms, in Å:
Tc  -0.65  0.14  0.46  0.97
Cl  -0.33  0.54  8.94  0.00
O  -0.66  1.75  -0.39  0.03
O  -0.70  0.18  2.30  0.01
O  1.36  -0.67  2.56  0.00
O  -0.84  -1.64  -0.11  -0.02
N  1.10  -0.22  -0.43  -0.03
N  1.39  -1.56  -0.65  0.00
C  1.19  -0.42  5.40  0.00
C  -1.15  0.73  6.39  0.00
C  0.30  -3.71  -0.55  0.00
C  1.93  0.65  -0.91  0.03
C  -0.14  0.33  7.24  0.00
C  -0.92  -5.78  -0.65  0.00
C  1.51  -4.41  -0.67  0.00
C  2.67  2.95  -1.34  0.01
C  2.41  4.29  -1.47  -0.01
C  -0.99  0.56  5.03  0.00
C  0.10  3.92  -0.89  -0.01
C  1.03  -0.25  6.76  0.00
C  0.39  -0.21  3.09  0.00
C  0.33  -2.26  -0.44  -0.02
C  1.49  -5.79  -0.78  0.00
C  0.37  2.57  -0.74  0.03
C  0.27  -6.47  -0.77  0.00
C  1.66  2.06  -0.95  0.01
C  -0.91  -4.40  -0.53  0.00
C  1.12  4.77  -1.25  0.01
C  0.17  -0.01  4.53  0.00
H  0.26  -7.55  -0.85  0.00
H  3.67  2.56  -1.53  0.00
H  0.92  5.83  -1.37  0.00
H  -1.78  0.87  4.35  0.00
H  2.08  -0.86  5.00  0.00
H  -0.91  4.28  -0.72  0.00
H  2.44  -3.87  -0.67  0.00
H  -1.84  -3.85  -0.44  0.00
H  -1.86  -6.31  -0.64  0.00
H  2.41  -6.34  -0.86  0.00
H  1.81  -0.56  7.45  0.00
H  2.84  0.25  -1.34  0.00
H  3.20  4.97  -1.76  0.00
H  -2.05  1.17  6.79  0.00

=====

Record 3
The following is a quantum chemistry calculation of the molecule C3H8N2O2 in a non-equilibrium geometry, from the Open Molecules 2025 dataset.

The relative energy (zero: lowest compared OMol25 entry of this formula, charge and spin) is 133.80 kcal per mole. The frontier orbital gap comes out at 7.7 eV.

Each line ends with the Mulliken charge.
Positions of all 15 atoms, in Å:
O  -1.43  -1.46  0.46  -0.73
O  0.63  1.17  -0.81  -0.50
N  0.22  -0.20  -0.73  -0.10
N  1.20  0.58  1.81  -0.26
C  0.14  -0.18  1.69  -0.20
C  -0.72  -0.42  0.44  0.47
C  -0.34  -0.63  -1.99  -0.91
H  -0.74  -1.64  -1.84  0.35
H  0.02  -0.96  2.44  0.39
H  -1.17  0.02  -2.32  0.32
H  -1.10  0.72  0.83  0.02
H  1.29  1.34  1.13  0.27
H  1.73  0.62  2.68  0.24
H  -0.16  1.70  -1.03  0.36
H  0.44  -0.64  -2.75  0.27

=====

Record 4
The following is a quantum chemistry calculation of C35H27Cl3HgN2O3PS as an isolated structure, from the Open Molecules 2025 dataset.

The relative energy (zero: lowest compared OMol25 entry of this formula, charge and spin) is 4.84 kcal per mole. The spin multiplicity is 2. The frontier orbital gap (alpha / beta) comes out at 7.4 / 7.0 eV.

Each line ends with the Mulliken spin population.
Positions of all 73 atoms, in Å:
Hg  0.36  -3.31  -3.11  0.40
Cl  4.93  7.22  1.51  0.00
Cl  -2.23  4.36  -0.62  0.00
Cl  4.68  2.29  -0.58  0.00
S  -3.92  3.16  1.45  0.00
P  -0.25  -2.92  -0.61  0.42
O  1.48  -3.98  -0.56  0.05
O  0.28  2.81  -0.33  0.00
O  2.27  -5.97  0.14  0.01
N  0.73  -0.54  -3.45  0.00
N  1.00  1.55  -2.78  0.00
C  -3.83  -1.82  -2.27  -0.02
C  -2.14  -0.74  -0.37  0.01
C  -0.91  -4.35  0.29  0.01
C  1.63  2.69  -0.71  0.00
C  -2.22  -4.47  0.76  0.01
C  1.65  2.71  -2.23  0.00
C  -4.13  -0.58  -1.71  0.01
C  -2.69  -2.50  -1.88  0.05
C  -1.46  2.45  1.27  0.00
C  3.99  5.92  0.87  0.00
C  2.52  -0.49  1.18  0.00
C  2.47  3.81  -0.14  0.00
C  -0.01  2.25  0.93  0.00
C  -1.67  -6.62  1.69  0.01
C  -2.04  1.71  2.35  0.00
C  1.87  4.99  0.29  0.00
C  -2.59  -5.61  1.45  -0.01
C  0.00  -5.37  0.54  0.02
C  -3.35  2.00  2.56  0.00
C  1.40  -5.14  0.03  0.01
C  3.85  3.73  -0.05  0.00
C  0.62  -1.83  0.57  -0.03
C  -0.37  -6.51  1.23  -0.01
C  -0.36  1.34  -2.90  0.02
C  2.03  -0.37  2.47  0.00
C  -2.38  3.27  0.70  0.00
C  2.61  6.04  0.79  0.00
C  4.63  4.76  0.46  0.00
C  1.60  0.38  -3.11  0.00
C  -3.28  -0.05  -0.76  -0.01
C  -0.50  0.06  -3.32  0.00
C  0.83  -0.97  2.81  0.00
C  -1.83  -1.98  -0.92  0.01
C  0.12  -1.69  1.86  0.00
C  1.82  -1.22  0.23  0.00
H  0.79  5.07  0.22  0.00
H  0.37  -7.27  1.40  0.00
H  0.61  2.71  1.71  0.00
H  -1.07  2.11  -2.65  0.00
H  -4.01  1.58  3.31  0.00
H  -1.48  0.99  2.94  0.00
H  0.45  -0.89  3.82  0.00
H  -1.98  -7.51  2.23  0.00
H  3.47  -0.04  0.91  0.00
H  -2.47  -3.46  -2.34  0.03
H  -1.48  -0.29  0.37  0.00
H  1.14  3.61  -2.58  0.00
H  -4.49  -2.25  -3.02  0.00
H  2.23  -1.36  -0.77  0.01
H  -2.94  -3.68  0.58  0.00
H  2.68  2.74  -2.59  0.00
H  2.13  6.95  1.12  0.00
H  -3.50  0.92  -0.31  0.00
H  -0.81  -2.18  2.14  0.00
H  2.67  0.27  -3.11  0.00
H  -3.61  -5.70  1.82  0.00
H  5.70  4.67  0.52  0.00
H  2.02  1.72  -0.37  0.00
H  -1.42  -0.48  -3.52  -0.01
H  0.22  1.18  0.93  0.00
H  2.60  0.18  3.21  0.00
H  -5.01  -0.04  -2.02  0.00

=====

These records have energy values of -5743.193484 -1759.887243 -378.927775 -3958.722560 hartree, in the order they appear.